No. 1
Computed, not measured: 11 unconnected molecules or ions with the total composition C16H54O19, with ωB97M-V/def2-TZVPD.

Properties
SMILES: OCCO.OCCO.OCCO.OCCO.OCCO.OCCO.OCCO.OCCO.O.O.O
HOMO: -9.427 eV
Energy relative to the best compared isomer or geometry (same formula, charge and spin): 125.85 kcal/mol

Geometry as XYZ:
```
89
Properties=species:S:1:pos:R:3:forces:R:3
O 3.518 0.838 -3.295 -0.9109 3.8062 -1.9406
C 3.972 -0.306 -2.770 1.8270 -0.4835 1.9589
C 3.187 -0.556 -1.490 2.0698 0.6185 0.2152
O 3.818 -1.546 -0.704 -1.1367 -1.5608 -0.6948
H 4.213 1.240 -3.844 -0.6447 -0.1168 0.2908
H 3.870 -1.048 -3.499 -0.2501 -2.0136 -0.7331
H 5.047 -0.184 -2.588 0.1246 -0.4378 0.5006
H 2.216 -0.785 -1.859 -1.1006 -0.6416 0.6772
H 3.222 0.284 -0.788 -0.7248 0.6866 -0.9605
H 4.617 -1.146 -0.398 0.7570 0.1420 0.5407
O -0.105 3.125 3.939 1.5058 1.0297 -0.3783
C -0.786 2.212 3.166 -1.3274 -1.3162 -0.0552
C -1.213 2.668 1.828 -1.8841 1.0787 -1.3817
O -1.600 1.556 1.005 0.6951 0.1352 0.2274
H -0.498 2.959 4.776 0.1764 0.4505 1.3584
H -0.275 1.249 2.984 0.1037 0.1822 0.5297
H -1.714 2.119 3.714 -0.5306 -1.3502 -0.0134
H -0.423 3.248 1.366 0.1471 -0.0216 -0.3298
H -2.158 3.285 1.865 1.1599 0.0176 0.3043
H -2.029 0.919 1.607 -0.1497 -0.0265 -0.3790
O 2.638 0.215 2.287 1.9746 -0.5277 1.5754
C 2.707 1.607 2.443 -1.9285 -0.4426 1.8425
C 3.984 2.185 1.968 -1.5579 1.6347 -3.3135
O 4.090 3.572 2.330 -0.1860 -1.1659 0.9740
H 2.173 -0.016 1.514 -1.1409 -0.5108 -1.4903
H 1.790 1.946 1.964 0.3419 1.0782 -0.1536
H 2.572 1.784 3.536 0.2443 0.2046 -0.6056
H 3.863 2.272 0.834 0.5215 -0.8366 0.9678
H 4.780 1.513 2.186 1.0038 -0.1510 0.6210
H 4.928 3.816 1.970 0.8099 0.7210 -0.2109
O -4.458 -2.250 -0.098 -2.3171 -0.4285 1.6153
C -4.032 -0.999 -0.437 2.8404 0.8463 0.2550
C -4.953 0.070 -0.039 -1.4231 1.6241 0.1048
O -4.558 1.384 -0.372 0.9070 0.5334 -1.5456
H -3.780 -2.804 -0.400 1.4543 -1.8579 -0.4463
H -3.000 -0.816 -0.038 -0.7115 0.2232 0.2477
H -3.816 -1.025 -1.471 -0.2325 0.7134 -1.7283
H -5.113 0.211 1.004 -0.1964 -1.0126 1.1242
H -5.907 0.047 -0.541 -0.7679 -1.3068 0.1994
H -4.833 1.432 -1.301 0.5349 0.7418 0.2635
O -2.808 -4.256 -1.657 -1.1962 -1.0691 1.9219
C -2.015 -3.432 -2.376 3.6214 -0.8860 -4.1868
C -0.641 -3.313 -1.668 -1.9430 0.5585 -0.0204
O -0.980 -2.581 -0.514 0.3168 1.6534 0.6357
H -3.687 -4.223 -2.023 -0.5220 -0.2221 -0.1171
H -1.833 -3.911 -3.428 -0.2164 0.8715 1.3898
H -2.437 -2.461 -2.561 -0.0028 0.6849 0.1397
H 0.204 -2.866 -2.125 0.1907 0.8034 -1.2390
H -0.257 -4.198 -1.247 0.1504 -2.0087 -0.4372
H -1.122 -3.285 0.082 -0.6522 -0.5623 1.7999
O -1.880 1.775 -2.122 0.6588 0.6384 -1.8190
C -1.528 0.437 -2.424 0.7227 0.4081 2.5323
C -0.289 0.326 -3.262 1.3812 1.9043 0.3379
O -0.280 -0.967 -3.827 -0.1282 0.5139 -2.0983
H -2.169 2.017 -1.250 -0.1713 -0.9391 1.0438
H -1.264 -0.105 -1.492 -0.8900 -0.0719 -0.3491
H -2.312 -0.014 -3.003 -0.5649 -0.5093 -0.0509
H 0.736 0.421 -2.703 -2.1258 0.5123 -0.8400
H -0.454 1.136 -4.058 0.9314 -0.9169 0.8769
H -0.341 -0.664 -4.759 0.1071 -1.5531 0.5117
O 2.650 4.091 -3.316 0.8940 -0.1154 -1.9391
C 1.651 3.352 -2.662 0.2694 -1.1807 0.4075
C 2.094 2.971 -1.235 -2.2037 2.5969 0.2738
O 1.013 2.434 -0.443 1.9557 -1.4684 -0.2104
H 2.726 3.850 -4.295 -0.4281 0.3601 2.2477
H 0.673 3.810 -2.829 -0.0659 0.1593 0.8252
H 1.591 2.351 -2.991 -0.3153 -1.0091 -1.6360
H 2.435 3.841 -0.752 0.2283 1.6734 0.8515
H 2.982 2.410 -1.201 0.4990 -1.7315 -0.4258
H 0.192 2.862 -0.611 -0.8556 0.6831 -0.5630
O -2.726 -0.492 2.620 -0.9724 3.0051 -0.5363
C -1.746 -1.429 2.660 0.3657 -1.1817 1.9552
C -2.167 -2.400 3.740 2.4432 -0.5511 0.7589
O -1.100 -3.345 3.821 -1.6082 -1.1579 -0.6645
H -3.512 -0.987 2.494 -1.6349 -0.2239 -0.3216
H -1.695 -1.972 1.741 0.5989 -0.2891 -0.7605
H -0.827 -0.948 2.963 0.4104 -0.1411 -0.4072
H -3.077 -2.909 3.499 -0.7199 -0.3795 -0.2605
H -2.260 -1.949 4.738 -0.3624 0.4046 -0.4348
H -0.544 -3.076 4.526 1.1229 0.2532 0.6178
O 1.940 -3.101 0.640 1.3228 -0.3231 1.5029
H 2.233 -2.463 0.002 0.0676 0.4163 -0.6242
H 1.133 -3.513 0.420 -1.2097 -0.2962 -0.6594
O 0.591 -0.513 0.569 0.5751 -0.6114 0.2940
H 0.463 0.338 0.171 -0.4748 0.9778 -0.4129
H -0.093 -1.119 0.254 0.0462 0.0159 -0.1187
O 1.462 -2.381 3.330 -0.4389 -1.4370 -0.6684
H 1.620 -2.245 2.374 0.1002 -0.0134 0.5756
H 1.673 -1.601 3.797 0.6450 1.4957 0.2683
```
Positions in Å, forces in eV/Å.

---

No. 2
Computed, not measured: 11 unconnected molecules or ions with the total composition C16H56N2O13, with ωB97M-V/def2-TZVPD.

Properties
HOMO (alpha / beta): -11.253 / -11.252 eV
2S+1: 2
Net charge: +1

Geometry as XYZ:
```
87
Properties=species:S:1:pos:R:3:forces:R:3
C 22.910 -26.732 30.334 0.0422 0.3439 -1.7902
O 24.142 -26.011 30.151 0.6354 0.1913 -0.2760
C 24.780 -26.301 28.889 -0.0771 0.6348 1.4978
C 26.107 -25.416 28.805 -3.2049 -1.3488 -0.6252
N 25.872 -24.002 29.142 4.1354 -2.2980 -0.8992
C 26.926 -23.220 28.487 -1.0922 3.1226 0.5314
C 26.815 -21.713 28.845 -0.2743 0.4525 0.8003
O 26.798 -21.440 30.234 -0.0717 -1.4929 0.1298
C 26.750 -20.033 30.513 0.3336 -1.4752 0.3408
H 23.133 -27.799 30.343 -0.2959 -0.0505 0.6678
H 22.315 -26.554 29.438 -0.1338 -0.1993 -0.3642
H 22.254 -26.308 31.094 0.8748 -0.2610 0.6195
H 24.063 -26.150 28.082 0.2066 0.5242 -0.2697
H 25.060 -27.351 28.809 0.2340 -0.0984 0.1918
H 26.505 -25.581 27.804 0.1805 0.4412 0.0643
H 26.778 -25.837 29.554 0.1514 0.2323 0.2945
H 25.937 -23.940 30.148 -1.1767 0.8880 0.7306
H 26.891 -23.273 27.399 -0.0785 -0.5220 0.1135
H 27.910 -23.512 28.853 0.1312 -0.8072 0.1716
H 25.861 -21.345 28.468 0.0886 0.2244 -0.6727
H 27.676 -21.155 28.477 -0.0822 -0.1930 -0.8944
H 27.736 -19.640 30.265 -0.2789 0.6236 -0.3696
H 26.657 -20.002 31.599 -0.3147 0.3579 -0.1661
H 25.882 -19.645 29.979 0.2649 0.6694 0.1457
C 31.583 -23.772 28.989 -0.0027 -0.2450 -0.9223
O 30.689 -24.261 27.961 -0.7394 -0.3318 0.4542
C 31.111 -25.461 27.268 -0.2231 0.2507 1.0985
C 30.403 -25.680 25.943 0.9056 0.6284 -0.6437
N 31.143 -25.008 24.845 -0.4203 -0.1785 0.9784
C 30.653 -25.424 23.561 0.7616 -0.8430 -0.9811
C 30.981 -24.438 22.443 0.2098 0.7553 1.0778
O 32.361 -24.325 22.092 -0.6533 -0.6133 0.1330
C 32.554 -23.182 21.292 0.0447 0.8812 0.4450
H 31.066 -23.154 29.723 -0.3776 0.5090 -0.6944
H 32.338 -23.250 28.401 0.3616 0.3416 0.7522
H 32.038 -24.491 29.670 0.1225 -0.8038 -0.5893
H 30.872 -26.318 27.899 0.0837 -0.1430 0.3074
H 32.195 -25.398 27.173 0.0516 -0.2347 -0.4580
H 29.357 -25.373 25.949 -0.3064 0.2953 0.3754
H 30.344 -26.746 25.725 0.3036 -0.0124 0.0778
H 30.949 -24.023 24.959 0.2161 0.3358 -0.0637
H 29.585 -25.637 23.603 -0.5133 0.4128 -0.3092
H 31.086 -26.396 23.321 0.2663 -0.2272 -0.0145
H 30.719 -23.493 22.917 -0.3286 0.6206 -0.2838
H 30.321 -24.560 21.583 0.1441 -0.2453 -0.2756
H 33.609 -22.940 21.163 0.0917 -0.9279 -0.4841
H 32.255 -22.268 21.806 -0.6444 0.1051 0.4076
H 31.965 -23.216 20.376 0.3249 -0.1675 -0.3185
C 30.359 -28.070 30.854 -0.2220 0.9839 -0.5198
O 30.086 -29.366 30.373 0.4825 0.0766 0.1040
H 31.292 -27.921 31.398 -0.1170 -0.9342 0.3589
H 30.496 -27.369 30.030 -0.1716 0.1891 -0.4718
H 29.511 -27.693 31.427 0.1109 0.0398 0.4204
H 29.143 -29.364 30.194 -0.1059 -0.3957 0.1994
C 32.293 -28.639 26.204 -0.5709 1.4000 -0.5585
O 32.228 -29.723 25.329 0.1373 -1.0865 -0.1291
H 32.108 -27.726 25.638 0.4548 0.2942 -0.0321
H 31.466 -28.632 26.913 0.1229 -0.4709 0.5093
H 33.260 -28.529 26.695 -0.0593 -0.3571 0.0648
H 31.934 -29.457 24.455 0.0718 0.1033 0.1559
C 28.131 -28.667 26.808 -0.0661 -0.4372 -0.9656
O 27.226 -27.659 26.343 0.5522 0.2884 0.8597
H 29.145 -28.627 26.410 0.2672 0.9461 0.0857
H 28.190 -28.653 27.896 -0.2935 -0.2923 -0.1765
H 27.822 -29.591 26.321 -0.3892 -0.5882 0.9937
H 27.356 -27.620 25.392 -0.0731 0.3535 -0.5094
C 26.233 -30.098 30.490 -0.9336 0.9505 -0.5880
O 27.175 -29.878 31.507 0.4973 -0.0147 -0.2615
H 25.417 -30.745 30.813 0.1696 -0.3546 -0.2124
H 25.776 -29.157 30.183 -0.4186 0.4440 0.3039
H 26.651 -30.365 29.519 0.5693 -0.8827 0.4474
H 26.770 -29.273 32.133 0.0918 -0.0733 0.1855
O 25.176 -30.900 26.270 0.2786 0.2234 0.0283
H 24.794 -31.652 26.723 -0.1289 -0.2146 0.2306
H 24.999 -31.061 25.344 -0.1253 -0.0567 -0.3719
O 24.640 -27.129 24.019 0.0171 0.5537 -0.7123
H 25.589 -27.184 23.902 0.1994 -0.1373 -0.1806
H 24.486 -27.477 24.898 -0.3901 -0.3923 0.4117
O 27.594 -27.472 23.565 -0.0178 -0.0462 0.1986
H 28.115 -28.186 23.197 0.1876 -0.4036 -0.1451
H 27.636 -26.779 22.906 -0.0315 0.3327 -0.1825
O 28.655 -31.172 23.985 0.0526 0.3413 -0.2230
H 27.803 -30.837 24.264 -0.2803 -0.0291 0.0639
H 28.860 -31.862 24.616 0.1854 -0.2273 0.1660
O 24.364 -28.202 26.483 -0.6913 0.5856 0.3734
H 24.693 -29.101 26.460 0.1613 -0.7596 0.0186
H 25.138 -27.667 26.660 0.5998 -0.0736 0.0192
```
Positions in Å, forces in eV/Å.

---

no.,F_max (hartree/bohr),DFT total energy (eV)
1,0.109,-56362.439
2,0.094,-47083.789